[1]
# C24H35NO5

The molecule C24H35NO5 in a non-equilibrium geometry (wB97M-V/def2-TZVPD, the OMol25 dataset).

Summary:
* LUMO energy: 0.74 eV
* calculated total energy: -37179.649 eV
* energy relative to the best compared isomer or geometry (same formula, charge and spin): 120.8 kcal per mole
* spin multiplicity: 1

Structure (XYZ):
```
65
Properties=species:S:1:pos:R:3:forces:R:3:lowdin_charge:R:1
C -2.233 -4.944 -0.072 0.339 0.051 -0.065 -0.11
C -1.316 -3.729 0.131 -0.288 -0.494 0.395 -0.27
C -1.548 -2.621 -0.880 -0.037 0.110 -0.587 -0.20
C -0.226 -1.923 -1.278 0.086 -0.747 -0.343 -0.11
C -0.099 -0.442 -0.835 0.964 0.137 -0.840 -0.14
C 1.269 0.050 -1.373 0.644 1.823 -0.729 -0.35
O 1.587 1.138 -1.921 -0.517 -4.103 2.176 0.07
O 2.083 -1.025 -1.168 0.600 1.401 0.074 -0.07
C 3.506 -0.824 -1.107 -0.464 -0.084 -0.106 -0.20
C 4.153 -2.013 -1.786 0.290 -0.043 -0.118 -0.07
C -1.142 0.388 -1.589 -0.880 1.827 -0.610 -0.40
O -0.996 1.400 -2.284 -0.443 -2.353 1.481 0.10
O -2.358 -0.153 -1.330 0.179 0.879 0.001 -0.10
C -3.596 0.527 -1.703 1.884 -0.077 0.394 -0.17
C -4.430 -0.530 -2.367 -0.144 0.471 -0.071 -0.06
C -0.340 -0.153 0.875 -1.541 -0.801 -2.224 -0.13
C 0.149 1.216 1.013 -0.500 1.438 0.884 -0.10
C -0.370 2.318 0.362 0.245 -0.967 1.824 -0.10
N 0.399 3.363 0.045 -0.421 1.262 0.077 -0.10
C -0.092 4.468 -0.767 0.431 -0.144 -0.196 -0.12
C 0.308 5.828 -0.164 0.547 0.195 0.196 -0.17
O 1.402 5.671 0.765 -0.242 -0.254 -0.771 -0.16
C 2.387 4.757 0.219 -0.597 0.943 0.358 -0.16
C 1.828 3.333 0.283 0.367 0.155 0.050 -0.13
C 0.153 -0.968 2.070 0.293 -0.892 -0.644 -0.17
C -0.819 -1.643 2.833 0.186 0.986 0.008 -0.06
C -0.543 -2.021 4.145 0.290 -0.278 0.064 -0.08
C 0.758 -1.887 4.673 -0.487 0.683 -0.206 -0.09
C 1.766 -1.346 3.857 -0.161 -0.177 -0.029 -0.08
C 1.480 -0.926 2.545 -0.186 0.325 0.225 -0.04
H -2.121 -5.636 0.780 -0.136 0.103 -0.461 0.07
H -3.290 -4.622 -0.131 0.451 -0.244 -0.052 0.07
H -1.935 -5.452 -1.015 -0.427 0.137 0.567 0.08
H -1.484 -3.329 1.141 0.111 -0.176 -0.319 0.08
H -0.260 -4.027 0.116 -0.203 -0.237 -0.022 0.11
H -2.015 -2.974 -1.833 0.118 -0.028 0.871 0.13
H -2.234 -1.892 -0.442 0.102 -0.584 -0.228 0.09
H 0.587 -2.490 -0.770 -0.596 0.587 -0.603 0.11
H -0.052 -2.030 -2.413 -0.168 0.332 1.662 0.16
H 3.717 0.136 -1.599 0.257 -0.334 0.213 0.12
H 3.743 -0.794 -0.029 0.160 0.144 -0.461 0.12
H 5.230 -1.909 -1.699 0.264 0.035 -0.126 0.07
H 3.913 -2.981 -1.324 -0.238 0.393 -0.009 0.08
H 3.895 -2.056 -2.852 0.016 0.047 0.282 0.09
H -3.988 0.908 -0.741 -0.133 -0.132 -0.616 0.13
H -3.245 1.348 -2.346 -0.773 -0.124 0.075 0.12
H -5.418 -0.120 -2.436 -0.819 -0.065 -0.236 0.07
H -4.066 -0.733 -3.365 0.109 -0.038 -0.225 0.08
H -4.460 -1.469 -1.820 0.034 0.105 0.233 0.08
H -1.449 -0.363 0.736 0.982 0.717 0.989 0.14
H 0.927 1.335 1.781 0.196 0.054 -1.157 0.10
H -1.464 2.452 0.332 0.546 -0.248 -1.173 0.15
H -1.174 4.390 -0.910 0.251 -0.094 0.081 0.13
H 0.389 4.390 -1.757 -0.299 -0.135 0.142 0.13
H 0.681 6.466 -1.001 -0.512 -0.085 0.516 0.12
H -0.543 6.311 0.367 0.805 -0.257 -0.243 0.13
H 3.241 4.872 0.916 -0.237 -0.167 -0.799 0.13
H 2.641 5.065 -0.834 -0.019 -0.223 0.938 0.13
H 2.044 2.922 1.279 -0.186 0.191 -0.343 0.12
H 2.316 2.710 -0.474 0.002 -0.162 0.131 0.11
H -1.840 -1.681 2.421 0.514 -0.048 0.444 0.11
H -1.379 -2.380 4.754 0.466 -0.012 -0.085 0.10
H 0.939 -2.042 5.749 -0.037 -0.191 -0.741 0.10
H 2.768 -1.194 4.282 -0.451 -0.151 -0.340 0.10
H 2.269 -0.438 1.941 -0.588 -0.380 0.430 0.11
```
Positions in Å, forces in eV/Å.

***

[2]
# C24H36BeF3N2O18

A structure of composition C24H36BeF3N2O18 in a non-equilibrium geometry (wB97M-V/def2-TZVPD, the OMol25 dataset).

Summary:
* total charge: -1
* LUMO energy: 2.33 eV
* calculated total energy: -73854.728 eV
* spin multiplicity: 1

Structure (XYZ):
```
84
Properties=species:S:1:pos:R:3:forces:R:3:lowdin_charge:R:1
Be 0.497 0.447 -0.490 -0.094 0.915 0.924 0.92
C -0.199 0.525 2.991 -0.977 -1.427 -1.446 -0.51
O -0.912 1.661 3.464 -0.086 0.571 -0.042 -0.07
O 0.281 0.726 1.794 1.466 0.724 -1.516 -0.12
C 0.826 0.093 4.071 0.646 -0.147 -0.335 -0.53
F 1.716 -0.830 3.628 -0.205 0.119 -0.263 0.12
F 1.573 1.102 4.547 -0.200 0.063 0.299 0.14
F 0.207 -0.524 5.111 -0.030 0.328 0.295 0.10
C -1.934 1.540 4.425 -0.056 0.530 0.079 -0.28
C -2.321 2.962 4.814 -0.062 0.294 -0.092 -0.08
H -3.104 3.001 5.575 0.324 -0.219 0.350 0.07
H -1.422 3.504 5.104 -0.120 0.038 0.321 0.08
H -2.763 3.537 3.996 0.238 -0.319 -0.363 0.07
H -1.554 0.986 5.287 -0.351 -0.018 0.147 0.11
H -2.848 1.073 4.034 0.259 -0.462 -0.047 0.10
H -0.876 -0.359 2.924 -0.484 -0.029 0.776 0.13
N 0.831 3.007 -2.150 1.005 0.327 -2.566 -0.58
O 1.908 2.571 -2.632 -0.237 -0.451 0.887 -0.05
O 0.120 3.690 -2.870 -0.321 0.158 1.179 0.03
O 0.526 2.768 -0.935 -0.250 -1.901 0.844 -0.06
N -1.684 0.825 -3.754 -0.434 0.939 -0.677 -0.57
O -2.549 -0.038 -4.084 0.186 -0.415 0.495 -0.08
O -1.645 1.884 -4.383 0.208 -0.214 0.154 -0.01
O -0.895 0.606 -2.809 0.224 -0.463 0.030 -0.07
O 2.914 1.051 -0.278 -0.726 -0.683 0.235 0.10
C 3.344 1.942 0.394 0.203 0.765 -0.082 -0.45
O 4.324 2.728 -0.114 0.209 0.136 -0.376 0.03
C 4.644 3.825 0.749 -0.813 -0.821 1.107 -0.14
C 4.122 3.361 2.115 0.679 -0.297 1.281 -0.16
C 2.972 2.436 1.777 -0.367 -0.559 -0.950 -0.06
H 4.056 4.707 0.495 0.478 0.151 -0.644 0.13
H 5.724 3.912 0.744 -0.028 0.566 -0.203 0.12
H 3.921 4.137 2.856 -0.484 0.383 -0.533 0.11
H 4.900 2.814 2.662 0.043 -0.373 -0.416 0.11
H 1.993 2.897 1.605 0.021 0.184 0.335 0.14
H 2.803 1.554 2.390 0.047 0.255 0.235 0.11
O 1.750 -0.826 -1.982 -1.446 0.196 0.466 0.10
C 2.397 -0.719 -2.987 1.131 0.650 0.661 -0.46
O 1.957 -1.027 -4.200 -0.432 -0.567 -0.379 0.06
C 2.882 -0.657 -5.224 0.891 0.918 0.138 -0.13
C 4.121 -0.066 -4.501 -0.233 0.238 -0.089 -0.13
C 3.842 -0.278 -3.018 0.258 -0.193 -0.373 -0.06
H 2.391 0.079 -5.855 -0.097 -0.032 0.018 0.13
H 3.249 -1.469 -5.852 -0.745 -0.542 0.244 0.11
H 4.210 0.997 -4.718 0.152 -0.052 -0.091 0.11
H 5.001 -0.613 -4.836 0.179 0.277 0.030 0.10
H 4.011 0.573 -2.362 -0.346 0.164 -0.149 0.11
H 4.474 -1.074 -2.618 -0.274 -0.193 0.083 0.13
O -1.138 -1.417 -0.914 -0.199 1.055 1.072 0.09
C -1.726 -1.964 -1.801 1.728 -1.707 -0.432 -0.46
O -2.968 -2.474 -1.645 -0.334 0.092 0.976 0.03
C -3.294 -3.391 -2.681 0.585 -0.326 -1.265 -0.16
C -1.931 -3.800 -3.292 -0.229 1.924 0.352 -0.13
C -1.117 -2.510 -3.073 -0.900 -0.008 -0.475 -0.08
H -3.970 -2.857 -3.350 0.145 -0.200 -0.293 0.13
H -3.752 -4.326 -2.357 -0.407 0.466 0.781 0.11
H -1.964 -3.998 -4.359 -0.089 -0.727 0.134 0.11
H -1.502 -4.548 -2.625 -0.001 -0.547 -0.565 0.11
H -1.387 -1.745 -3.811 0.228 -0.176 -0.159 0.10
H -0.053 -2.714 -3.079 0.099 0.505 0.467 0.12
O 1.360 -1.611 0.564 0.934 0.268 -0.260 0.12
C 1.133 -2.700 0.980 -1.715 0.254 -0.297 -0.46
O 1.698 -3.828 0.483 0.719 -0.270 -0.550 0.04
C 0.983 -4.993 0.849 -1.591 -0.116 1.753 -0.16
C -0.321 -4.492 1.530 -0.374 0.721 -0.260 -0.14
C 0.057 -3.084 1.958 0.129 0.350 0.894 -0.08
H 1.462 -5.559 1.652 0.776 -0.048 -0.481 0.12
H 0.727 -5.634 0.011 0.514 0.150 -0.291 0.12
H -0.697 -5.089 2.359 0.267 -0.284 -0.092 0.11
H -1.138 -4.378 0.813 0.070 -0.215 -0.108 0.11
H 0.487 -2.965 2.960 0.192 -0.564 -0.025 0.13
H -0.760 -2.366 2.006 0.010 0.024 -0.639 0.12
O -1.898 1.255 -0.242 0.708 -0.133 -0.395 0.13
C -2.973 1.376 0.233 0.208 0.502 0.084 -0.42
O -3.840 2.363 -0.200 0.149 -0.623 0.229 0.05
C -5.059 2.182 0.499 -1.034 0.327 0.050 -0.20
C -4.684 1.563 1.818 0.184 -0.228 0.519 -0.16
C -3.597 0.597 1.372 -0.199 -0.366 -0.216 -0.06
H -5.739 1.520 -0.054 0.247 -0.093 -0.119 0.13
H -5.607 3.119 0.613 0.407 0.212 -0.134 0.12
H -5.548 1.165 2.351 0.094 -0.251 -0.063 0.12
H -4.202 2.298 2.468 -0.166 0.144 -0.056 0.11
H -3.958 -0.341 0.937 -0.275 0.105 0.000 0.14
H -2.868 0.306 2.123 0.172 0.273 -0.123 0.09
```
Positions in Å, forces in eV/Å.